# 1
A cluster of 15 separate species, C73H173N3O35S2 in total. Source: the Open Molecules 2025 dataset; level of theory: ωB97M-V/def2-TZVPD.

Last column: Löwdin charge in e.
Atoms and positions in Å:
C1 -5.152 4.036 7.900  -0.108
O1 -6.398 3.985 7.207  -0.186
C2 -6.298 4.047 5.759  -0.158
C3 -6.095 2.711 5.041  -0.148
O2 -4.812 2.124 5.345  -0.183
C4 -4.524 0.912 4.722  -0.206
C5 -3.187 0.448 5.217  -0.185
O3 -2.079 1.273 4.861  -0.191
C6 -1.932 2.462 5.671  -0.086
H1 -5.245 3.894 8.961  0.076
H2 -4.526 4.899 7.552  0.104
H3 -4.676 3.082 7.755  0.062
H4 -5.511 4.765 5.475  0.123
H5 -7.282 4.359 5.420  0.123
H6 -6.163 2.831 3.963  0.112
H7 -6.801 1.943 5.345  0.127
H8 -4.538 0.985 3.639  0.114
H9 -5.279 0.202 5.095  0.139
H10 -3.066 -0.519 4.744  0.108
H11 -3.148 0.272 6.293  0.131
H12 -1.760 2.171 6.714  0.094
H13 -2.747 3.188 5.685  0.079
H14 -1.043 2.879 5.256  0.049
C7 8.908 5.591 6.409  -0.130
O4 8.035 4.869 5.613  -0.185
C8 7.822 3.491 5.854  -0.167
C9 6.922 3.113 7.071  -0.177
O5 5.560 3.339 6.739  -0.171
C10 4.668 2.949 7.811  -0.175
C11 3.254 3.196 7.425  -0.205
O6 2.892 2.417 6.274  -0.208
C12 1.437 2.186 6.133  -0.063
H15 8.509 5.755 7.424  0.088
H16 9.017 6.553 5.926  0.087
H17 9.901 5.160 6.526  0.085
H18 8.839 3.021 5.982  0.137
H19 7.306 3.038 5.004  0.107
H20 7.179 3.728 7.941  0.121
H21 7.013 2.066 7.303  0.117
H22 4.882 3.577 8.672  0.127
H23 4.905 1.902 8.023  0.133
H24 3.054 4.259 7.282  0.129
H25 2.676 2.905 8.303  0.127
H26 1.172 1.942 5.102  0.077
H27 0.904 3.112 6.345  0.071
H28 1.080 1.393 6.790  0.093
C13 0.051 -6.438 1.796  -0.095
O7 -0.440 -5.980 0.540  -0.183
C14 -1.390 -6.769 -0.041  -0.229
C15 -1.526 -6.270 -1.491  -0.148
O8 -2.400 -7.200 -2.169  -0.141
C16 -2.658 -6.930 -3.557  -0.150
C17 -1.384 -7.221 -4.460  -0.202
O9 -1.004 -8.553 -4.298  -0.185
C18 0.120 -8.988 -5.003  -0.110
H29 0.803 -5.747 2.144  0.074
H30 0.427 -7.435 1.768  0.073
H31 -0.667 -6.526 2.626  0.087
H32 -2.338 -6.710 0.522  0.128
H33 -1.054 -7.819 -0.037  0.132
H34 -0.540 -6.263 -1.945  0.103
H35 -1.908 -5.248 -1.389  0.114
H36 -3.160 -6.004 -3.842  0.111
H37 -3.443 -7.669 -3.786  0.122
H38 -0.556 -6.506 -4.224  0.111
H39 -1.630 -6.988 -5.518  0.124
H40 1.035 -8.482 -4.688  0.066
H41 -0.049 -8.814 -6.080  0.093
H42 0.379 -10.014 -4.756  0.088
C19 -2.114 10.115 -2.685  -0.119
O10 -3.485 10.320 -2.972  -0.172
C20 -4.314 10.428 -1.815  -0.186
C21 -4.887 9.110 -1.241  -0.184
O11 -5.807 8.495 -2.146  -0.133
C22 -6.704 7.558 -1.557  -0.162
C23 -5.956 6.209 -1.168  -0.188
O12 -5.383 5.611 -2.327  -0.162
C24 -4.777 4.373 -2.045  -0.121
H43 -1.968 9.356 -1.905  0.075
H44 -1.582 11.003 -2.311  0.085
H45 -1.550 9.951 -3.576  0.077
H46 -5.133 11.097 -2.082  0.127
H47 -3.677 10.798 -0.998  0.120
H48 -5.373 9.324 -0.286  0.127
H49 -4.000 8.484 -1.105  0.113
H50 -7.430 7.365 -2.331  0.115
H51 -7.298 7.920 -0.698  0.123
H52 -6.650 5.555 -0.606  0.123
H53 -5.193 6.434 -0.422  0.105
H54 -3.841 4.471 -1.473  0.082
H55 -4.637 3.863 -2.984  0.060
H56 -5.409 3.678 -1.487  0.082
C25 3.832 -1.420 -4.799  -0.130
O13 4.114 -2.680 -5.315  -0.208
C26 3.988 -2.762 -6.744  -0.160
C27 2.533 -2.539 -7.274  -0.130
O14 2.281 -1.177 -7.796  -0.160
C28 0.915 -0.943 -8.120  -0.195
C29 0.662 0.403 -8.756  -0.270
O15 1.090 0.396 -10.047  -0.156
C30 1.059 1.705 -10.632  -0.089
H57 3.934 -1.481 -3.717  0.080
H58 2.809 -1.093 -5.085  0.087
H59 4.573 -0.689 -5.156  0.094
H60 4.252 -3.797 -7.027  0.126
H61 4.697 -2.057 -7.232  0.132
H62 1.889 -2.666 -6.399  0.114
H63 2.287 -3.187 -8.119  0.123
H64 0.297 -0.969 -7.221  0.106
H65 0.598 -1.728 -8.819  0.136
H66 1.137 1.195 -8.199  0.128
H67 -0.427 0.472 -8.746  0.115
H68 0.058 2.119 -10.542  0.083
H69 1.413 1.658 -11.665  0.089
H70 1.711 2.474 -10.207  0.084
C31 8.101 0.373 -1.392  -0.082
O16 7.089 0.303 -0.363  -0.192
C32 5.783 0.690 -0.815  -0.200
C33 4.708 0.279 0.167  -0.159
O17 4.422 -1.110 0.367  -0.140
C34 5.342 -1.976 0.901  -0.207
C35 4.645 -3.320 1.146  -0.221
O18 5.312 -3.971 2.176  -0.188
C36 4.814 -5.274 2.443  -0.094
H71 7.936 -0.359 -2.185  0.085
H72 9.120 0.293 -1.046  0.079
H73 8.017 1.377 -1.844  0.088
H74 5.571 0.280 -1.784  0.108
H75 5.689 1.786 -0.854  0.126
H76 3.728 0.697 -0.075  0.121
H77 4.974 0.760 1.129  0.113
H78 5.738 -1.646 1.883  0.126
H79 6.169 -2.056 0.205  0.123
H80 4.619 -3.914 0.219  0.122
H81 3.569 -3.140 1.362  0.120
H82 3.735 -5.413 2.604  0.080
H83 5.287 -5.751 3.311  0.092
H84 5.099 -5.832 1.559  0.081
C37 -7.464 -7.216 -0.792  -0.081
O19 -6.744 -6.131 -0.204  -0.197
C38 -5.401 -5.930 -0.654  -0.196
C39 -4.950 -4.551 -0.351  -0.174
O20 -4.823 -4.301 1.056  -0.161
C40 -6.001 -4.117 1.817  -0.181
C41 -5.793 -3.209 3.062  -0.215
O21 -5.863 -1.848 2.858  -0.163
C42 -4.997 -1.347 1.836  -0.080
H85 -7.387 -8.108 -0.154  0.090
H86 -7.052 -7.339 -1.790  0.078
H87 -8.493 -6.906 -0.945  0.082
H88 -5.347 -6.095 -1.740  0.124
H89 -4.749 -6.696 -0.276  0.114
H90 -5.587 -3.799 -0.841  0.107
H91 -3.953 -4.359 -0.779  0.117
H92 -6.321 -5.103 2.130  0.119
H93 -6.712 -3.633 1.167  0.128
H94 -4.925 -3.548 3.617  0.115
H95 -6.669 -3.449 3.703  0.133
H96 -3.956 -1.572 2.067  0.075
H97 -5.056 -0.275 1.704  0.060
H98 -5.127 -1.819 0.864  0.080
C43 4.059 5.182 -4.039  -0.054
O22 4.047 3.751 -4.318  -0.195
C44 3.692 2.934 -3.200  -0.195
C45 2.187 2.587 -3.148  -0.207
O23 1.345 3.583 -2.665  -0.144
C46 1.703 4.071 -1.349  -0.174
C47 0.494 4.523 -0.577  -0.202
O24 0.091 5.885 -0.826  -0.167
C48 -0.603 6.004 -2.059  -0.094
H99 4.241 5.607 -5.009  0.082
H100 4.823 5.446 -3.321  0.086
H101 3.049 5.391 -3.713  0.072
H102 4.005 3.394 -2.261  0.107
H103 4.342 2.054 -3.304  0.116
H104 2.086 1.657 -2.551  0.114
H105 1.887 2.318 -4.157  0.112
H106 2.328 4.952 -1.414  0.129
H107 2.209 3.302 -0.756  0.103
H108 0.819 4.522 0.457  0.106
H109 -0.343 3.813 -0.597  0.108
H110 0.215 5.976 -2.794  0.088
H111 -1.181 6.923 -2.174  0.075
H112 -1.316 5.245 -2.318  0.071
C49 4.292 -8.444 -3.512  -0.124
O25 2.934 -8.292 -3.344  -0.219
C50 2.443 -7.890 -2.051  -0.144
C51 2.643 -6.357 -1.716  -0.164
O26 1.805 -5.670 -2.646  -0.158
C52 1.935 -4.190 -2.600  -0.130
C53 0.624 -3.538 -2.816  -0.193
O27 -0.061 -3.989 -4.021  -0.194
C54 -1.167 -3.134 -4.298  -0.084
H113 4.649 -9.147 -2.746  0.090
H114 4.801 -7.507 -3.338  0.076
H115 4.463 -8.823 -4.515  0.095
H116 2.966 -8.486 -1.299  0.110
H117 1.401 -8.288 -1.982  0.135
H118 3.685 -6.124 -1.938  0.109
H119 2.338 -6.075 -0.706  0.115
H120 2.608 -3.932 -3.424  0.118
H121 2.400 -3.861 -1.663  0.123
H122 0.808 -2.474 -2.939  0.106
H123 -0.030 -3.585 -1.945  0.115
H124 -1.712 -3.433 -5.187  0.093
H125 -0.699 -2.159 -4.443  0.068
H126 -1.832 -3.105 -3.411  0.078
C55 5.944 -2.328 6.477  -0.094
O28 5.169 -1.121 6.626  -0.191
C56 4.935 -0.400 5.340  -0.147
C57 4.174 -1.099 4.215  -0.175
O29 2.855 -1.402 4.686  -0.119
C58 2.173 -2.252 3.779  -0.173
C59 0.771 -2.499 4.368  -0.159
O30 -0.007 -3.005 3.302  -0.233
C60 -1.314 -3.499 3.451  -0.102
H127 6.365 -2.327 5.475  0.077
H128 5.382 -3.209 6.738  0.080
H129 6.848 -2.248 7.102  0.085
H130 5.883 -0.088 4.907  0.115
H131 4.476 0.536 5.628  0.096
H132 4.630 -2.001 3.779  0.108
H133 4.097 -0.384 3.415  0.102
H134 2.765 -3.166 3.592  0.120
H135 2.039 -1.800 2.780  0.112
H136 0.341 -1.565 4.725  0.124
H137 0.755 -3.196 5.179  0.120
H138 -1.968 -2.671 3.723  0.075
H139 -1.495 -4.404 4.045  0.094
H140 -1.569 -3.825 2.452  0.070
C61 -0.897 1.208 -5.006  -0.251
S1 -2.234 1.330 -6.201  0.799
O31 -3.155 0.204 -5.868  -0.549
C62 -2.972 2.865 -5.608  -0.246
H141 -1.347 0.998 -4.032  0.044
H142 -0.324 2.145 -5.153  0.059
H143 -0.298 0.342 -5.289  0.029
H144 -3.257 2.740 -4.547  0.041
H145 -3.787 3.031 -6.301  0.050
H146 -2.223 3.639 -5.760  0.052
C63 3.861 5.246 3.380  -0.221
S2 3.430 3.564 2.829  0.815
O32 3.427 3.597 1.334  -0.563
C64 4.912 2.807 3.384  -0.278
H147 4.722 5.620 2.817  0.068
H148 4.008 5.225 4.458  0.051
H149 2.942 5.737 3.093  0.036
H150 4.796 1.719 3.384  0.025
H151 4.984 3.092 4.442  0.032
H152 5.731 3.154 2.745  0.078
C65 -1.779 -1.655 -0.083  -0.291
O33 -2.458 -1.903 -1.074  -0.013
N1 -0.726 -0.771 -0.038  -0.183
C66 -0.017 -0.524 1.166  -0.055
C67 -0.476 0.066 -1.189  -0.044
H153 -1.873 -2.272 0.843  0.131
H154 -0.321 -1.267 1.927  0.080
H155 -0.288 0.446 1.620  0.086
H156 1.071 -0.528 0.976  0.097
H157 0.504 -0.120 -1.655  0.084
H158 -1.310 -0.051 -1.884  0.066
H159 -0.463 1.136 -0.895  0.087
C68 -4.146 3.999 1.983  -0.331
O34 -5.296 3.972 1.536  -0.022
N2 -3.165 3.127 1.625  -0.152
C69 -1.806 3.372 2.154  -0.028
C70 -3.351 2.017 0.650  -0.021
H160 -3.756 4.799 2.691  0.146
H161 -1.571 2.489 2.742  0.064
H162 -1.879 4.198 2.834  0.074
H163 -1.060 3.505 1.364  0.065
H164 -2.769 1.133 0.951  0.080
H165 -4.377 1.672 0.780  0.076
H166 -3.073 2.285 -0.350  0.067
C71 -5.397 -1.910 -2.924  -0.356
O35 -6.247 -2.760 -2.773  0.004
N3 -5.484 -0.608 -2.635  -0.156
C72 -4.291 0.186 -2.733  -0.065
C73 -6.735 -0.142 -2.001  -0.010
H167 -4.424 -2.228 -3.307  0.131
H168 -3.751 0.241 -1.778  0.067
H169 -4.503 1.177 -3.136  0.077
H170 -3.663 -0.310 -3.451  0.055
H171 -6.998 0.809 -2.434  0.079
H172 -7.503 -0.886 -2.149  0.080
H173 -6.629 -0.037 -0.915  0.083

Computed properties:
- E_tot (Eh) = -6478.469237
- total charge = 0

=====

# 2
A structure of composition C8H16N2O. Source: the Open Molecules 2025 dataset; level of theory: ωB97M-V/def2-TZVPD.

Last column: Löwdin charge in e.
Atoms and positions in Å:
C1 2.192 -0.837 -2.095  -0.218
C2 2.454 -0.503 -0.790  -0.349
C3 1.346 0.406 0.008  -0.166
C4 0.611 1.720 -0.667  -0.140
C5 -0.675 1.712 0.354  -0.182
C6 -1.756 0.750 0.194  -0.555
C7 -1.751 -0.858 0.524  -0.111
C8 -1.530 -1.041 1.972  -0.348
H1 1.487 -1.649 -1.975  0.078
H2 1.672 -0.042 -2.760  0.111
H3 3.031 -1.332 -2.541  0.077
H4 3.651 0.242 -0.660  0.178
H5 2.771 -1.483 -0.320  0.111
H6 0.550 -0.488 -0.108  0.114
H7 1.588 0.645 1.010  0.071
H8 1.230 2.785 -0.621  0.135
H9 0.504 1.698 -1.890  0.124
H10 -1.520 2.580 0.281  0.141
H11 -0.154 1.911 1.338  0.116
H12 -2.974 -0.946 0.570  0.170
H13 -1.179 -1.346 -0.113  0.036
H14 -0.653 -0.489 2.466  0.123
H15 -2.360 -0.452 2.613  0.158
H16 -1.334 -3.076 1.432  0.187
N1 -2.533 1.182 -0.799  0.089
N2 -3.139 1.337 0.273  0.182
O1 -1.526 -2.425 2.303  -0.132

Computed properties:
- ΔE to the lowest compared entry with this formula, charge and spin (kcal per mole) = 214.5
- E_tot (Eh) = -498.844075
- total charge = 0

=====

# 3
A cluster of 7 separate species, C9H29F3N10O8 in total. Source: the Open Molecules 2025 dataset; level of theory: ωB97M-V/def2-TZVPD.

Last column: Löwdin charge in e.
Atoms and positions in Å:
O1 -0.845 0.951 0.307  0.390
H1 -1.678 1.419 0.213  0.177
H2 -0.161 1.283 -0.279  0.185
H3 -1.009 0.019 0.143  0.178
C1 1.026 -3.392 -2.045  -0.475
O2 2.143 -2.557 -1.657  -0.125
O3 0.031 -2.911 -1.201  -0.303
C2 0.720 -3.533 -3.592  -0.581
F1 1.844 -3.490 -4.333  0.087
F2 0.123 -4.685 -3.917  0.134
F3 0.018 -2.522 -4.061  0.142
C3 3.384 -2.784 -2.388  -0.269
C4 4.525 -2.150 -1.554  -0.079
H4 4.027 -1.333 -1.033  0.065
H5 4.839 -2.812 -0.747  0.059
H6 5.432 -1.901 -2.104  0.064
H7 3.264 -2.140 -3.260  0.095
H8 3.623 -3.750 -2.833  0.113
H9 1.207 -4.380 -1.622  0.126
C5 -5.671 3.055 -0.115  -0.812
O4 -4.515 2.776 -0.310  0.019
N1 -6.302 2.311 0.708  0.158
N2 -6.401 4.041 -0.582  0.171
H10 -7.243 2.512 1.014  0.113
H11 -5.914 1.460 1.090  0.128
H12 -6.167 4.399 -1.497  0.122
H13 -7.240 4.280 -0.073  0.113
C6 1.645 -3.226 3.921  -0.802
O5 2.047 -3.436 5.047  0.041
N3 0.993 -4.046 3.195  0.156
N4 1.838 -2.160 3.169  0.145
H14 1.153 -4.994 3.504  0.125
H15 0.645 -3.843 2.269  0.116
H16 2.737 -1.710 3.269  0.113
H17 1.502 -2.119 2.217  0.097
C7 -0.160 3.218 -4.189  -0.881
O6 0.144 3.025 -3.087  0.067
N5 0.674 3.409 -5.149  0.182
N6 -1.407 3.431 -4.450  0.172
H18 1.620 3.521 -4.816  0.122
H19 0.555 3.543 -6.143  0.121
H20 -2.133 3.061 -3.853  0.122
H21 -1.580 3.537 -5.439  0.108
C8 4.106 3.500 0.471  -0.851
O7 3.398 2.757 1.087  0.057
N7 5.013 4.224 0.926  0.174
N8 3.962 3.834 -0.789  0.137
H22 5.396 4.855 0.236  0.123
H23 5.414 4.151 1.851  0.136
H24 4.844 3.679 -1.257  0.113
H25 3.082 3.614 -1.233  0.111
C9 -3.226 -1.526 5.612  -0.740
O8 -2.860 -0.386 5.319  0.016
N9 -4.068 -1.822 6.561  0.139
N10 -3.103 -2.633 4.868  0.138
H26 -4.210 -2.797 6.785  0.116
H27 -4.509 -0.980 6.903  0.125
H28 -2.657 -2.620 3.962  0.109
H29 -3.914 -3.228 4.959  0.097

Computed properties:
- ΔE to the lowest compared entry with this formula, charge and spin (kcal per mole) = 235.4
- E_tot (Eh) = -1809.262947
- total charge = 0

=====

# 4
A cluster of 4 separate species, C4H16N2O4 in total. Source: the Open Molecules 2025 dataset; level of theory: ωB97M-V/def2-TZVPD.

Last column: Löwdin charge in e.
Atoms and positions in Å:
C1 2.386 -0.182 2.182  -0.072
C2 1.437 0.451 1.117  -0.317
N1 -0.004 0.371 1.079  -0.057
C3 -0.556 -1.022 1.045  -0.107
C4 -1.374 -1.456 -0.174  -0.543
N2 -2.450 -0.663 -0.555  0.154
O1 -1.076 -2.473 -0.757  0.057
H1 3.301 0.368 2.016  0.065
H2 1.973 0.057 3.169  0.072
H3 2.556 -1.256 2.101  0.064
H4 1.704 1.502 1.153  0.099
H5 1.779 0.052 0.158  0.057
H6 -0.463 0.864 1.829  0.106
H7 0.317 -1.677 1.076  0.117
H8 -1.346 -1.128 1.808  0.130
H9 -2.246 0.335 -0.486  0.053
H10 -2.952 -1.000 -1.360  0.101
O2 1.003 2.299 -0.949  -0.042
H11 1.223 3.133 -1.381  0.085
H12 0.917 1.529 -1.507  0.050
O3 1.525 -1.030 -1.682  -0.032
H13 0.867 -0.548 -1.190  -0.017
H14 2.353 -0.959 -1.188  0.046
O4 -1.638 2.338 -0.892  -0.100
H15 -0.675 2.477 -0.679  -0.003
H16 -2.065 2.543 -0.055  0.034

Computed properties:
- ΔE to the lowest compared entry with this formula, charge and spin (kcal per mole) = 30.6
- E_tot (Eh) = -572.449808
- total charge = 0

=====

Across the entries above, F_max takes the values 0.055, 0.191, 0.164, 0.033 hartree/bohr, respectively.
Across the entries above, Kohn-Sham gap takes the values 9.061, 10.048, 5.333, 9.299 eV, respectively.
Across the entries above, LUMO takes the values 0.19, 0.22, -0.87, 0.34 eV, respectively.